No. 1
75
Properties=species:S:1:pos:R:3 method="wB97M-V/def2-TZVPD" s2=3.8153 spin_multiplicity=4 homo_lumo_gap_ev="5.894 / 6.122" total_charge=+1
Re -0.518 -0.388 -0.527
C 4.436 -3.367 -2.031
C 4.760 -2.731 -0.812
C 3.973 -1.667 -0.330
C 2.913 -1.175 -1.038
C 2.528 -1.796 -2.372
C 3.369 -2.970 -2.755
P 1.860 0.095 -0.337
C 2.884 0.889 0.927
C 4.066 1.501 0.500
C 4.919 2.086 1.420
C 4.606 2.062 2.775
C 3.431 1.467 3.206
C 2.571 0.888 2.281
C 1.503 2.577 -1.109
C 2.280 3.620 -1.503
C 1.930 4.938 -1.158
C 0.818 5.154 -0.403
C -0.006 4.077 0.007
C -1.161 4.350 0.784
C -1.987 3.345 1.170
C -1.705 2.018 0.778
C -0.610 1.667 0.017
C 0.298 2.734 -0.361
H 5.028 -4.210 -2.366
H 5.598 -3.082 -0.224
H 4.225 -1.232 0.630
H 2.640 -1.047 -3.161
H 3.077 -3.486 -3.661
H 4.318 1.509 -0.554
H 5.831 2.563 1.082
H 5.279 2.512 3.495
H 3.180 1.459 4.258
H 1.648 0.462 2.626
H 3.174 3.411 -2.079
H 2.555 5.762 -1.478
H 0.538 6.159 -0.104
H -1.371 5.379 1.056
H -2.871 3.554 1.761
H -2.424 1.263 1.074
O -0.997 1.743 -2.899
P -0.102 0.425 -2.767
O 0.581 0.161 -4.035
O 1.959 1.313 -1.499
O 1.099 -2.116 -2.450
P 0.445 -3.230 -1.453
O -1.026 -3.300 -2.115
O 1.151 -4.509 -1.476
O 0.245 -2.451 -0.142
H -0.877 2.192 -3.752
H -1.074 -4.070 -2.701
O -7.235 -2.800 2.225
N -6.811 -2.107 1.330
O -7.480 -1.611 0.445
C -5.346 -1.857 1.290
C -4.698 -1.946 2.455
C -3.300 -1.657 2.531
C -2.563 -1.785 3.719
C -1.225 -1.511 3.700
C -0.639 -1.082 2.510
N -1.313 -0.923 1.383
C -2.636 -1.240 1.384
C -3.332 -1.177 0.131
N -2.578 -0.832 -0.958
C -3.158 -0.904 -2.151
C -4.486 -1.281 -2.323
C -5.258 -1.574 -1.234
C -4.684 -1.516 0.052
H -5.244 -2.236 3.343
H -3.055 -2.118 4.626
H -0.611 -1.624 4.584
H 0.411 -0.880 2.455
H -2.560 -0.658 -3.011
H -4.895 -1.338 -3.322
H -6.292 -1.851 -1.359

No. 2
74
Properties=species:S:1:pos:R:3 method="wB97M-V/def2-TZVPD" homo_lumo_gap_ev=7.788 total_charge=0
Al -0.880 0.124 2.056
Se 0.863 -6.351 1.077
P 2.014 -4.641 0.642
C 3.727 -4.756 1.215
C 4.078 -5.699 2.172
C 5.393 -5.784 2.607
C 6.353 -4.930 2.086
C 6.004 -3.988 1.126
C 4.694 -3.900 0.688
C 2.145 -4.234 -1.121
C 2.550 -5.255 -1.983
C 2.760 -4.985 -3.324
C 2.554 -3.700 -3.815
C 2.138 -2.690 -2.964
C 1.936 -2.951 -1.613
C 1.392 -3.118 1.383
C 0.141 -2.528 1.416
N 0.316 -1.358 2.066
N 1.592 -1.226 2.410
N 2.250 -2.276 2.013
P -1.496 -2.898 0.782
Se -2.754 -1.150 1.172
C -1.433 -3.270 -0.974
C -1.556 -2.222 -1.884
C -1.455 -2.480 -3.240
C -1.226 -3.774 -3.687
C -1.104 -4.816 -2.780
C -1.212 -4.571 -1.420
C -2.159 -4.298 1.684
C -1.623 -4.648 2.917
C -2.195 -5.681 3.644
C -3.295 -6.357 3.141
C -3.835 -6.003 1.911
C -3.271 -4.971 1.181
H 3.320 -6.366 2.562
H 5.666 -6.520 3.351
H 7.378 -4.999 2.425
H 6.753 -3.323 0.718
H 4.424 -3.168 -0.062
H 2.699 -6.256 -1.595
H 3.081 -5.776 -3.990
H 2.715 -3.490 -4.865
H 1.966 -1.691 -3.346
H 1.601 -2.150 -0.964
H -1.717 -1.213 -1.532
H -1.548 -1.666 -3.948
H -1.137 -3.969 -4.748
H -0.915 -5.824 -3.126
H -1.090 -5.383 -0.716
H -0.752 -4.134 3.301
H -1.770 -5.962 4.598
H -3.736 -7.166 3.709
H -4.695 -6.531 1.521
H -3.695 -4.694 0.224
Cl -2.817 1.927 3.377
C -1.336 0.932 3.769
H -1.631 0.241 4.556
H -0.601 1.625 4.173
O 0.254 -0.041 -0.721
C 0.205 1.083 -0.255
O -0.264 1.353 0.939
C 0.726 2.262 -1.016
C 0.675 3.551 -0.498
C 1.163 4.619 -1.239
C 1.705 4.407 -2.496
C 1.742 3.113 -2.987
C 1.265 2.035 -2.274
N 2.314 2.874 -4.330
O 2.753 3.833 -4.932
O 2.336 1.729 -4.736
H 0.248 3.706 0.483
H 1.122 5.621 -0.835
H 2.093 5.217 -3.095
H 1.307 1.036 -2.679

No. 3
68
Properties=species:S:1:pos:R:3 method="wB97M-V/def2-TZVPD" e_above_lowest_kj_mol=19.26 homo_lumo_gap_ev=7.336 total_charge=0
Pd 0.932 -0.732 0.015
O 0.050 -0.389 1.767
C 0.229 0.679 2.531
C -0.259 0.580 3.848
C -0.162 1.621 4.740
C 0.433 2.827 4.353
C 0.911 2.939 3.068
C 0.816 1.890 2.140
C 1.342 2.083 0.794
N 1.541 1.152 -0.126
C 2.035 1.756 -1.260
C 2.152 3.081 -1.020
N 1.714 3.274 0.273
H -0.717 -0.357 4.137
H -0.548 1.500 5.744
H 0.523 3.650 5.047
H 1.392 3.865 2.776
H 2.281 1.173 -2.128
H 2.491 3.891 -1.640
H 1.647 4.156 0.745
Br 9.413 -1.554 -0.114
C 7.519 -1.641 -0.166
C 6.858 -2.502 0.695
C 5.473 -2.557 0.654
C 4.764 -1.765 -0.241
C 5.447 -0.912 -1.098
C 6.832 -0.842 -1.064
C 3.266 -1.830 -0.247
O 2.695 -2.502 0.615
O 2.625 -1.141 -1.142
H 7.417 -3.116 1.388
H 4.922 -3.210 1.317
H 4.883 -0.302 -1.791
H 7.372 -0.179 -1.725
C -7.163 -0.996 -0.596
C -6.737 0.269 -0.214
C -5.411 0.475 0.143
C -4.483 -0.568 0.113
C -4.929 -1.835 -0.261
C -6.258 -2.047 -0.612
Sb -2.482 -0.125 0.829
C -2.026 1.347 -0.681
C -2.396 2.655 -0.360
C -2.170 3.703 -1.246
C -1.555 3.457 -2.463
C -1.159 2.166 -2.784
C -1.387 1.120 -1.900
C -1.586 -1.823 -0.208
C -0.594 -2.653 0.361
C -0.025 -3.702 -0.373
C -0.442 -3.955 -1.665
C -1.433 -3.159 -2.230
C -1.988 -2.109 -1.518
H -8.196 -1.162 -0.874
H -7.437 1.095 -0.192
H -5.099 1.471 0.445
H -4.244 -2.673 -0.275
H -6.585 -3.040 -0.899
H -2.861 2.864 0.598
H -2.475 4.709 -0.984
H -1.380 4.268 -3.158
H -0.667 1.971 -3.730
H -1.059 0.125 -2.166
H -0.300 -2.529 1.392
H 0.756 -4.293 0.085
H 0.001 -4.762 -2.234
H -1.769 -3.352 -3.242
H -2.751 -1.500 -1.988

No. 4
75
Properties=species:S:1:pos:R:3 method="wB97M-V/def2-TZVPD" e_above_lowest_kj_mol=164.90 homo_lumo_gap_ev=5.524 total_charge=-2
Cs -1.214 -0.829 -0.352
C -8.625 -3.458 -0.575
C -7.260 -3.113 -1.122
C -7.126 -2.424 -2.328
C -5.874 -2.126 -2.844
C -4.730 -2.528 -2.167
C -4.846 -3.218 -0.971
C -6.106 -3.499 -0.451
S -3.119 -2.022 -2.775
O -2.206 -2.906 -2.056
O -3.155 -2.222 -4.219
N -3.087 -0.548 -2.302
C -2.614 0.464 -3.253
C -1.225 1.051 -2.881
O -0.382 0.229 -2.415
O -1.072 2.285 -3.082
H -9.383 -2.759 -0.938
H -8.631 -3.430 0.518
H -8.928 -4.465 -0.881
H -8.019 -2.109 -2.862
H -5.760 -1.577 -3.773
H -3.945 -3.536 -0.455
H -6.188 -4.026 0.495
H -3.312 1.302 -3.316
H -2.503 0.044 -4.259
Cl -1.221 2.487 0.369
C -0.577 4.025 0.780
C -1.173 5.158 0.246
C -0.662 6.410 0.548
C 0.438 6.528 1.382
C 1.026 5.389 1.921
C 0.530 4.116 1.647
P 1.325 2.549 2.226
C 0.225 1.996 3.592
C -0.945 2.632 3.989
C -1.735 2.083 4.993
C -1.366 0.896 5.610
C -0.198 0.250 5.219
C 0.585 0.797 4.213
C 2.712 3.241 3.236
C 3.952 3.361 2.609
C 5.052 3.874 3.288
C 4.929 4.259 4.615
C 3.701 4.140 5.252
C 2.601 3.636 4.567
H -2.020 5.045 -0.421
H -1.120 7.293 0.115
H 0.844 7.507 1.612
H 1.889 5.494 2.565
H -1.251 3.555 3.510
H -2.659 2.574 5.277
H -2.001 0.456 6.371
H 0.079 -0.700 5.664
H 1.476 0.272 3.879
H 4.047 3.047 1.574
H 6.006 3.970 2.784
H 5.789 4.640 5.154
H 3.599 4.446 6.288
H 1.643 3.545 5.069
O -2.030 -4.737 1.949
S -1.760 -3.661 2.867
O -0.900 -3.987 3.987
N -1.285 -2.314 2.130
C -2.081 -1.272 2.420
O -1.928 -0.120 2.011
C -3.272 -1.648 3.271
C -4.279 -0.823 3.731
C -5.308 -1.396 4.471
C -5.322 -2.767 4.730
C -4.300 -3.590 4.269
C -3.280 -2.999 3.545
H -4.245 0.237 3.502
H -6.115 -0.776 4.845
H -6.142 -3.197 5.297
H -4.303 -4.658 4.462

No. 5
74
Properties=species:S:1:pos:R:3 method="wB97M-V/def2-TZVPD" s2=0.7544 e_above_lowest_kj_mol=6.73 spin_multiplicity=2 homo_lumo_gap_ev="8.514 / 8.005" total_charge=0
Cu -0.154 1.285 0.304
O 1.266 4.011 1.377
S 2.276 3.061 0.963
O 3.455 3.664 0.393
O 1.716 2.034 0.014
C 2.823 2.136 2.401
C 4.042 2.516 2.940
C 4.593 1.813 4.000
C 3.910 0.727 4.525
C 2.678 0.370 4.004
C 2.132 1.072 2.942
S 0.490 0.521 2.458
O -0.369 1.701 2.310
O 0.059 -0.375 3.499
O 0.560 -0.171 1.148
H 4.544 3.355 2.484
H 5.552 2.100 4.408
H 4.325 0.156 5.341
H 2.105 -0.448 4.412
S -0.355 6.920 -2.227
C -0.607 5.303 -1.544
C -0.927 5.168 -0.205
C -1.004 3.888 0.314
N -0.875 2.816 -0.451
C -0.593 2.941 -1.737
C -0.441 4.170 -2.338
C 1.401 6.846 -2.520
C 2.239 5.929 -1.898
C 3.593 5.980 -2.203
N 4.128 6.873 -3.016
C 3.322 7.759 -3.578
C 1.953 7.794 -3.375
H -1.047 6.029 0.432
H -1.152 3.708 1.365
H -0.480 2.015 -2.273
H -0.185 4.259 -3.382
H 1.900 5.192 -1.185
H 4.267 5.270 -1.741
H 3.803 8.483 -4.221
H 1.333 8.528 -3.866
C -4.843 4.232 0.117
C -4.143 3.859 1.255
C -3.499 2.638 1.292
C -3.542 1.783 0.190
C -4.251 2.155 -0.945
C -4.911 3.373 -0.967
P -2.450 0.339 0.281
C -3.062 -0.632 1.684
C -4.219 -0.314 2.389
C -4.594 -1.096 3.468
C -3.820 -2.180 3.847
C -2.671 -2.500 3.140
C -2.286 -1.725 2.063
C -2.859 -0.703 -1.156
C -4.125 -1.254 -1.327
C -4.380 -2.050 -2.429
C -3.378 -2.299 -3.354
C -2.112 -1.763 -3.178
C -1.850 -0.966 -2.077
H -5.333 5.194 0.084
H -4.088 4.529 2.102
H -2.925 2.337 2.157
H -4.288 1.499 -1.804
H -5.478 3.660 -1.840
H -4.824 0.532 2.099
H -5.497 -0.860 4.013
H -4.116 -2.777 4.697
H -2.071 -3.347 3.437
H -1.374 -1.938 1.524
H -4.901 -1.064 -0.598
H -5.362 -2.479 -2.566
H -3.583 -2.915 -4.217
H -1.332 -1.970 -3.896
H -0.863 -0.556 -1.899

No. 6
65
Properties=species:S:1:pos:R:3 method="wB97M-V/def2-TZVPD" homo_lumo_gap_ev=6.548 total_charge=-1
O -0.506 -2.349 1.223
C -0.930 -3.583 1.102
C -0.424 -4.540 2.053
C -0.772 -5.876 1.971
C -1.607 -6.350 0.966
C -1.866 -7.784 0.887
N -2.070 -8.942 0.869
C -2.163 -5.436 0.066
C -1.822 -4.085 0.088
H 0.187 -4.114 2.841
H -0.411 -6.604 2.692
H -2.874 -5.820 -0.658
H -2.206 -3.346 -0.606
C 5.414 -3.231 -1.630
N 4.593 -2.053 -1.865
C 5.011 -1.242 -2.995
C 3.371 -1.918 -1.248
C 3.113 -0.792 -0.402
C 1.828 -0.638 0.093
C 0.721 -1.278 -0.561
C -0.632 -0.892 -0.061
C -0.722 0.552 0.322
C -1.849 1.031 1.083
C -2.363 2.311 1.023
C -3.586 2.684 1.756
C -3.953 2.003 2.939
C -5.108 2.352 3.656
C -5.950 3.376 3.195
C -5.605 4.066 2.020
C -4.434 3.731 1.344
C -1.731 3.302 0.123
O -2.324 4.289 -0.306
C -0.337 2.948 -0.253
C 0.549 3.968 -0.803
C 1.959 3.820 -0.739
C 2.805 4.833 -1.215
C 2.253 5.968 -1.835
C 0.855 6.123 -1.926
C 0.032 5.132 -1.400
C 0.081 1.635 -0.211
C 0.974 -2.423 -1.376
C 2.306 -2.814 -1.563
H 4.984 -3.852 -0.828
H 5.505 -3.825 -2.559
H 6.414 -2.883 -1.306
H 4.238 -0.530 -3.312
H 5.924 -0.690 -2.727
H 5.255 -1.909 -3.841
H 3.907 -0.069 -0.166
H 1.670 -0.063 1.060
H -1.584 -1.433 -0.301
H -2.391 0.262 1.598
H -3.311 1.198 3.308
H -5.350 1.803 4.571
H -6.867 3.627 3.736
H -6.248 4.856 1.628
H -4.155 4.309 0.467
H 2.371 2.915 -0.275
H 3.888 4.726 -1.082
H 2.916 6.739 -2.235
H 0.405 7.007 -2.386
H -1.047 5.255 -1.421
H 0.981 1.407 -0.784
H 0.167 -3.084 -1.719
H 2.522 -3.780 -2.084

No. 7
68
Properties=species:S:1:pos:R:3 method="wB97M-V/def2-TZVPD" s2=6.0375 e_above_lowest_kj_mol=82.86 spin_multiplicity=5 homo_lumo_gap_ev="7.939 / 6.197" total_charge=+1
Os 0.058 0.068 0.257
C -2.036 -1.404 4.042
C -2.488 -2.647 3.619
C -2.380 -2.998 2.285
C -1.823 -2.100 1.384
N -1.357 -0.917 1.816
C -1.463 -0.573 3.105
C -1.689 -2.331 -0.068
C -2.333 -3.390 -0.691
C -2.182 -3.600 -2.051
C -1.389 -2.735 -2.795
C -0.759 -1.668 -2.179
C -0.900 -1.430 -0.807
H -2.113 -1.090 5.074
H -2.922 -3.341 4.328
H -2.712 -3.970 1.948
H -1.076 0.400 3.382
H -2.976 -4.052 -0.123
H -2.679 -4.435 -2.528
H -1.262 -2.889 -3.860
H -0.161 -1.008 -2.785
C 2.784 4.648 0.486
C 3.621 3.537 0.450
C 3.260 2.418 -0.287
C 2.054 2.400 -0.989
C 1.207 3.508 -0.931
C 1.577 4.635 -0.202
P 1.521 1.018 -2.065
C 2.293 1.469 -3.661
C 1.465 1.683 -4.760
C 2.003 2.098 -5.975
C 3.370 2.295 -6.092
C 4.202 2.086 -4.996
C 3.667 1.681 -3.782
C 2.395 -0.425 -1.386
C 3.420 -1.167 -1.959
C 3.867 -2.325 -1.327
C 3.291 -2.750 -0.135
C 2.233 -2.049 0.420
C 1.768 -0.910 -0.228
H 3.078 5.527 1.050
H 4.558 3.543 0.996
H 3.905 1.543 -0.291
H 0.259 3.489 -1.461
H 0.923 5.501 -0.174
H 0.396 1.524 -4.666
H 1.352 2.268 -6.825
H 3.791 2.619 -7.037
H 5.270 2.247 -5.087
H 4.320 1.552 -2.927
H 3.870 -0.849 -2.889
H 4.674 -2.899 -1.769
H 3.655 -3.645 0.355
H 1.770 -2.399 1.335
C -0.875 4.213 2.686
N 0.154 3.168 2.713
C 1.268 3.227 3.543
C 2.215 2.284 3.553
C 2.114 1.124 2.666
O 2.913 0.219 2.608
N 0.959 1.140 1.855
C 0.047 2.122 1.873
O -0.925 1.987 1.058
H -0.605 4.978 3.407
H -1.847 3.798 2.945
H -0.941 4.652 1.694
H 1.318 4.101 4.178
H 3.071 2.352 4.207